108
Properties=species:S:1:pos:R:3 method="wB97M-V/def2-TZVPD" total_charge=+1 lumo_ha=-0.1382 orbital_gap_ha=0.2045 homo_energy_ev=-9.33
Ti -0.54 0.20 0.01
Cl -4.63 0.10 -5.88
C -3.47 0.32 -4.61
C -2.15 0.64 -4.94
C -1.20 0.83 -3.95
C -1.58 0.66 -2.63
O -0.71 0.87 -1.63
C -2.89 0.35 -2.28
C -3.34 0.33 -0.91
N -2.59 0.33 0.14
C -3.10 0.56 1.47
C -4.39 0.87 1.77
C -4.78 1.12 3.11
C -3.87 1.06 4.12
C -2.51 0.77 3.83
C -1.50 0.71 4.82
C -0.21 0.44 4.46
C 0.08 0.27 3.10
N -0.82 0.34 2.16
C -2.13 0.55 2.50
C -3.85 0.20 -3.30
H -1.88 0.76 -5.98
H -0.18 1.09 -4.18
H -4.42 0.38 -0.76
H -5.14 0.95 1.00
H -5.81 1.37 3.32
H -4.16 1.25 5.14
H -1.77 0.88 5.85
H 0.58 0.39 5.19
H 1.10 0.11 2.78
H -4.88 -0.02 -3.05
N 2.91 1.90 0.90
P 2.21 0.65 0.01
C 3.49 -0.62 0.31
C 3.47 -1.28 1.54
C 4.50 -2.12 1.91
C 5.57 -2.32 1.05
C 5.60 -1.67 -0.17
C 4.57 -0.81 -0.54
C 2.46 1.14 -1.73
C 2.45 0.21 -2.77
C 2.60 0.63 -4.08
C 2.74 1.98 -4.37
C 2.75 2.91 -3.35
C 2.61 2.49 -2.03
C 2.33 2.78 1.82
C 3.11 3.75 2.46
C 2.47 4.58 3.35
C 1.11 4.42 3.59
C 0.44 3.43 2.91
N 1.04 2.61 2.04
H 3.91 1.98 0.78
H 2.63 -1.14 2.22
H 4.46 -2.63 2.87
H 6.38 -2.98 1.33
H 6.44 -1.81 -0.85
H 4.62 -0.30 -1.49
H 2.30 -0.84 -2.56
H 2.60 -0.10 -4.88
H 2.86 2.31 -5.40
H 2.86 3.97 -3.56
H 2.65 3.21 -1.23
H 4.17 3.85 2.24
H 3.04 5.35 3.86
H 0.58 5.07 4.28
H -0.62 3.27 3.04
C -3.05 -3.70 0.44
C -3.01 -3.53 -1.07
C -2.77 -4.85 -1.79
C -4.28 -2.88 -1.57
O -1.94 -2.58 -1.45
P -0.49 -2.44 -0.89
O 0.35 -1.54 -1.72
O -0.59 -1.66 0.49
O -0.07 -3.91 -0.69
C 1.18 -4.63 -0.35
C 2.37 -3.73 -0.57
C 1.20 -5.83 -1.27
C 1.04 -5.03 1.11
H -3.91 -4.31 0.70
H -3.15 -2.73 0.94
H -2.16 -4.19 0.83
H -3.64 -5.49 -1.63
H -1.89 -5.36 -1.42
H -2.66 -4.67 -2.86
H -5.12 -3.56 -1.44
H -4.19 -2.64 -2.63
H -4.50 -1.97 -1.01
H 2.47 -3.45 -1.62
H 3.27 -4.24 -0.25
H 2.27 -2.82 0.02
H 1.24 -5.51 -2.31
H 0.31 -6.45 -1.12
H 2.08 -6.43 -1.06
H 0.93 -4.14 1.74
H 1.93 -5.58 1.43
H 0.17 -5.67 1.25
Se -1.71 3.05 0.10
C -0.83 4.71 0.35
C 0.41 5.02 -0.18
C 0.96 6.27 0.05
N 0.36 7.23 0.76
C -0.84 6.93 1.25
C -1.47 5.70 1.08
H 0.94 4.31 -0.79
H 1.93 6.52 -0.36
H -1.33 7.71 1.82
H -2.44 5.52 1.53

---

100
Properties=species:S:1:pos:R:3 method="wB97M-V/def2-TZVPD" total_charge=-2 lumo_ha="0.1460 / 0.1459" orbital_gap_ha="0.1733 / 0.0828" relative_energy_kcal_mol=70.1 homo_energy_ev="-0.74 / 1.72"
Ba -0.34 1.12 -0.45
N -3.13 1.57 -3.61
N 1.95 0.56 -2.83
C 0.43 -1.39 1.65
C -0.28 -1.77 0.48
C -1.62 -1.31 0.61
C -2.70 -1.49 -0.37
H -2.60 -2.44 -0.92
H -2.68 -0.69 -1.20
H -3.70 -1.44 0.09
C -1.72 -0.61 1.84
C -2.98 -0.05 2.37
H -3.79 -0.80 2.34
H -3.29 0.81 1.75
H -2.88 0.32 3.40
C -0.45 -0.62 2.46
C -0.13 -0.04 3.79
H -0.63 0.93 3.93
H 0.95 0.12 3.91
H -0.46 -0.69 4.62
C 0.23 -2.66 -0.60
H -0.06 -3.71 -0.39
H 1.33 -2.64 -0.67
H -0.18 -2.39 -1.58
C 1.76 -1.90 2.05
H 2.31 -1.18 2.69
H 2.39 -2.11 1.18
H 1.68 -2.84 2.62
C -3.65 2.79 -3.43
H -4.74 2.84 -3.54
C -2.87 3.92 -3.13
H -3.39 4.86 -3.00
C -1.47 3.84 -3.00
H -0.87 4.74 -2.93
C -0.94 2.50 -2.96
H 0.18 2.39 -2.78
C -1.87 1.41 -3.11
C -2.10 -0.09 -2.86
H -1.07 -0.57 -3.44
C 2.29 0.37 -1.55
C 2.45 -0.25 -3.74
H 2.00 -0.41 -4.73
C 3.65 -0.53 -3.19
H 4.53 -0.86 -3.69
N 3.54 -0.12 -1.76
C 4.29 -0.53 -0.70
C 4.79 -1.85 -0.71
C 5.56 -2.26 0.40
H 6.05 -3.23 0.40
C 5.71 -1.41 1.50
C 6.70 -1.79 2.61
H 6.40 -1.36 3.58
H 7.71 -1.40 2.37
H 6.78 -2.89 2.70
C 5.00 -0.20 1.56
H 5.09 0.42 2.47
C 4.20 0.22 0.48
C 3.34 1.40 0.69
H 2.78 1.67 -0.22
H 3.94 2.26 1.02
H 2.60 1.22 1.49
C 4.40 -2.79 -1.78
H 4.84 -2.54 -2.74
H 3.31 -2.85 -1.89
H 4.73 -3.81 -1.54
O -2.46 2.48 0.21
As -3.91 3.37 0.51
C -3.61 5.23 -0.06
C -2.31 5.74 -0.10
C -2.07 7.02 -0.61
C -3.14 7.83 -1.01
C -4.45 7.35 -0.88
C -4.69 6.05 -0.42
C -5.41 2.44 -0.40
C -6.15 3.07 -1.41
C -7.10 2.35 -2.15
C -7.42 1.03 -1.79
C -6.79 0.46 -0.68
C -5.74 1.12 -0.04
C -4.18 3.32 2.45
C -3.14 3.61 3.34
C -3.33 3.43 4.72
C -4.58 3.04 5.21
C -5.65 2.85 4.33
C -5.45 2.98 2.95
H -1.48 5.12 0.24
H -1.04 7.39 -0.71
H -2.95 8.83 -1.41
H -5.31 7.98 -1.15
H -5.71 5.67 -0.35
H -5.96 4.11 -1.67
H -7.59 2.81 -3.01
H -8.15 0.46 -2.37
H -7.11 -0.53 -0.33
H -5.17 0.61 0.73
H -2.17 3.95 2.96
H -2.50 3.59 5.41
H -4.73 2.89 6.29
H -6.64 2.58 4.70
H -6.28 2.81 2.25

---

99
Properties=species:S:1:pos:R:3 method="wB97M-V/def2-TZVPD" total_charge=-2 lumo_ha="0.1490 / 0.1491" orbital_gap_ha="0.1639 / 0.1453" homo_energy_ev="-0.40 / 0.11"
Sn 0.52 0.26 1.16
N -4.73 1.67 1.28
N 1.16 2.90 2.20
C 1.14 -1.15 -1.70
C 0.47 0.01 -2.20
C -0.92 -0.28 -2.26
C -1.99 0.62 -2.73
H -1.59 1.38 -3.42
H -2.50 1.13 -1.91
H -2.76 0.04 -3.27
C -1.12 -1.59 -1.75
C -2.42 -2.22 -1.48
H -2.75 -2.85 -2.32
H -3.18 -1.45 -1.33
H -2.39 -2.84 -0.57
C 0.16 -2.16 -1.49
C 0.39 -3.57 -1.11
H -0.06 -3.81 -0.13
H 1.46 -3.79 -1.07
H -0.07 -4.24 -1.85
C 1.10 1.28 -2.61
H 1.36 1.25 -3.69
H 2.03 1.49 -2.06
H 0.41 2.12 -2.47
C 2.60 -1.31 -1.49
H 2.83 -1.97 -0.64
H 3.09 -0.34 -1.30
H 3.08 -1.74 -2.39
C -5.40 2.15 2.30
H -6.49 2.22 2.23
C -4.76 2.59 3.50
H -5.38 2.97 4.32
C -3.36 2.49 3.57
H -2.84 2.81 4.48
C -2.66 1.93 2.49
H -1.60 1.71 2.57
C -3.39 1.43 1.36
C -2.87 0.50 0.45
H -1.95 0.83 -0.07
C 1.85 1.80 1.92
C 1.87 3.96 1.68
H 1.40 4.91 1.45
C 3.11 3.53 1.38
H 3.99 4.08 1.16
N 3.11 2.12 1.41
C 4.14 1.26 1.03
C 5.01 1.64 0.00
C 6.10 0.81 -0.31
H 6.79 1.10 -1.11
C 6.29 -0.42 0.33
C 7.44 -1.30 -0.04
H 7.17 -2.36 0.01
H 8.29 -1.15 0.63
H 7.78 -1.07 -1.06
C 5.36 -0.81 1.30
H 5.44 -1.80 1.77
C 4.32 0.05 1.71
C 3.39 -0.38 2.79
H 3.09 0.43 3.47
H 3.85 -1.18 3.39
H 2.47 -0.83 2.36
C 4.75 2.81 -0.89
H 4.88 3.78 -0.40
H 3.74 2.76 -1.33
H 5.48 2.79 -1.71
C -2.32 -6.45 3.58
C -2.61 -6.02 2.28
C -2.73 -4.65 2.00
C -2.56 -3.70 3.03
C -2.39 -4.14 4.35
C -2.27 -5.51 4.63
As -2.53 -1.79 2.47
C -4.45 -1.85 1.87
C -4.85 -1.07 0.79
C -6.19 -0.99 0.48
C -7.12 -1.87 1.06
C -6.68 -2.78 2.04
C -5.35 -2.72 2.47
C -2.67 -1.02 4.30
C -3.92 -0.81 4.88
C -4.03 -0.25 6.16
C -2.88 0.18 6.83
C -1.63 0.00 6.24
C -1.51 -0.61 4.99
H -2.14 -7.51 3.78
H -2.74 -6.75 1.48
H -2.99 -4.32 0.99
H -2.36 -3.42 5.17
H -2.14 -5.85 5.66
H -4.08 -0.48 0.17
H -6.52 -0.23 -0.25
H -8.17 -1.87 0.73
H -7.36 -3.51 2.45
H -5.02 -3.41 3.27
H -4.83 -1.08 4.33
H -5.01 -0.15 6.62
H -2.97 0.65 7.81
H -0.73 0.35 6.77
H -0.52 -0.75 4.54

---

104
Properties=species:S:1:pos:R:3 method="wB97M-V/def2-TZVPD" total_charge=+1 lumo_ha="-0.0661 / -0.1614" multiplicity=5 orbital_gap_ha="0.3212 / 0.2269" homo_energy_ev="-10.54 / -10.57"
Os -0.62 0.43 0.64
C -0.11 1.62 -2.46
N 0.63 1.29 -1.23
C 1.14 2.56 -0.68
C 1.79 0.45 -1.63
C 1.53 -1.05 -1.60
N 1.16 -1.48 -0.26
C 1.96 -0.88 0.78
C 1.26 0.09 1.48
F -1.27 0.00 2.41
C 1.92 0.77 2.48
F 1.29 1.74 3.17
C 3.25 0.54 2.79
C 3.94 -0.38 2.03
F 5.24 -0.58 2.25
C 3.31 -1.09 1.02
F 4.05 -1.90 0.25
H 0.53 2.20 -3.14
H -0.99 2.22 -2.22
H -0.43 0.72 -2.98
H 1.83 3.04 -1.38
H 1.66 2.38 0.26
H 0.30 3.24 -0.50
H 2.62 0.67 -0.95
H 2.11 0.72 -2.64
H 2.44 -1.55 -1.97
H 0.71 -1.32 -2.27
H 3.75 1.08 3.59
C -5.02 -4.14 -2.53
C -4.15 -3.22 -3.08
C -3.20 -2.60 -2.28
C -3.10 -2.90 -0.93
C -3.98 -3.83 -0.38
C -4.93 -4.45 -1.17
P -1.81 -2.07 0.10
C -2.59 -2.26 1.74
C -2.06 -3.01 2.78
C -2.75 -3.11 3.98
C -3.95 -2.45 4.16
C -4.47 -1.67 3.13
C -3.79 -1.57 1.93
C -0.45 -3.31 0.07
C -0.72 -4.67 0.20
C 0.29 -5.60 0.19
C 1.60 -5.19 -0.02
C 1.88 -3.84 -0.19
C 0.87 -2.89 -0.12
H -5.77 -4.62 -3.14
H -4.22 -2.97 -4.13
H -2.51 -1.90 -2.72
H -3.95 -4.06 0.68
H -5.60 -5.18 -0.74
H -1.11 -3.52 2.65
H -2.34 -3.71 4.78
H -4.49 -2.53 5.09
H -5.40 -1.14 3.26
H -4.19 -0.97 1.12
H -1.74 -5.00 0.32
H 0.06 -6.65 0.33
H 2.40 -5.91 -0.05
H 2.90 -3.55 -0.37
C -3.52 -0.13 -3.95
C -3.95 0.51 -2.66
C -5.24 1.02 -2.55
C -5.66 1.66 -1.38
C -7.07 2.17 -1.24
C -4.76 1.86 -0.35
C -3.42 1.41 -0.43
C -3.09 0.66 -1.59
N -2.43 1.69 0.47
C -2.61 2.72 1.50
C -3.54 2.22 2.63
C -3.70 3.32 3.69
C -4.26 4.59 3.04
C -3.27 5.11 1.98
C -1.92 5.40 2.63
C -1.38 4.11 3.24
C -2.35 3.63 4.33
C -1.25 3.02 2.16
C -3.10 4.06 0.89
H -4.27 -0.84 -4.30
H -2.56 -0.64 -3.86
H -3.42 0.64 -4.72
H -5.94 0.91 -3.37
H -7.70 1.83 -2.07
H -7.08 3.26 -1.23
H -7.52 1.82 -0.31
H -5.14 2.35 0.53
H -2.10 0.22 -1.64
H -3.08 1.33 3.07
H -4.52 1.93 2.25
H -4.40 2.95 4.44
H -4.41 5.36 3.80
H -5.23 4.39 2.57
H -3.67 6.02 1.53
H -2.03 6.16 3.40
H -1.22 5.79 1.88
H -0.39 4.28 3.67
H -2.47 4.40 5.09
H -1.95 2.74 4.82
H -0.88 2.13 2.65
H -0.52 3.35 1.41
H -2.35 4.40 0.16
H -4.03 3.94 0.34